C40H115N9O13 | ωB97M-V/def2-TZVPD

## Properties
ΔE to the lowest compared entry with this formula, charge and spin = 0.0 kJ/mol
frontier orbital gap = 8.6687 eV
LUMO level = 0.18 eV
highest occupied orbital energy = -8.4879 eV

```
! RIJCOSX wB97M-V def2-TZVPD def2/J DEFGRID3
* xyz 0 1
H 5.979 17.807 -10.426
H 1.972 13.175 -19.370
O 2.965 11.688 -18.437
H 7.247 13.578 -21.789
H 1.381 9.915 -12.722
C 6.806 13.205 -20.865
H 7.574 5.871 -19.396
H 1.872 10.213 -10.500
H 8.131 10.452 -15.190
H 7.954 8.136 -20.200
H 5.960 12.569 -21.127
C 3.267 11.114 -15.654
H 3.852 11.944 -15.258
H 12.844 10.900 -16.633
H 4.984 16.780 -16.169
H 9.727 13.735 -9.276
H 9.179 11.993 -21.726
C 1.672 17.038 -18.307
H 15.439 13.303 -14.930
C 10.272 9.808 -20.865
H 5.204 8.194 -18.978
H 11.168 9.601 -20.270
H 9.690 13.700 -13.267
H 4.870 12.930 -11.596
H 12.584 14.719 -19.167
H 8.715 16.401 -14.546
C 11.658 12.619 -10.861
H 12.621 7.971 -15.551
H 9.395 7.580 -14.178
N 6.663 7.846 -13.836
H 4.817 17.644 -11.654
C 12.049 8.238 -16.440
H 3.834 14.598 -16.558
H 16.141 14.455 -16.127
N 10.331 9.718 -17.295
O 2.914 16.930 -17.673
C 2.989 12.793 -19.308
N 1.823 9.128 -12.254
H 7.535 15.905 -17.476
C 8.628 11.460 -20.941
H 13.839 11.721 -13.332
C 8.707 7.097 -14.875
H 9.918 11.337 -10.262
H 9.809 8.833 -21.027
H 4.815 10.894 -18.752
H 6.543 18.005 -12.029
H 10.813 13.443 -16.436
H 9.492 12.457 -8.118
H 5.681 15.967 -13.328
H 3.121 11.474 -12.248
O 7.800 11.879 -16.655
H 7.360 11.697 -19.333
H 4.748 12.231 -17.547
H 7.000 15.751 -10.801
H 4.332 6.056 -21.859
C 7.633 6.681 -18.659
C 11.231 9.494 -16.167
H 12.488 15.859 -17.104
H 5.735 9.288 -16.942
H 8.468 7.872 -15.611
C 2.831 17.087 -16.268
O 8.364 15.512 -14.669
H 8.697 3.916 -11.689
C 13.442 11.809 -14.340
H 7.914 10.819 -21.485
H 12.729 8.461 -17.266
C 5.858 17.399 -11.439
H 11.422 11.624 -16.027
N 11.944 14.349 -18.466
O 4.353 11.219 -10.553
H 2.672 18.143 -16.016
O 12.546 10.733 -14.544
H 3.595 13.626 -18.932
H 5.274 15.350 -11.026
C 3.171 8.568 -10.312
H 12.441 13.209 -10.378
H 13.003 12.802 -14.481
C 8.047 3.502 -12.461
C 2.597 9.701 -11.141
C 6.125 15.903 -11.433
C 8.121 11.541 -15.301
H 9.723 10.515 -17.150
H 11.092 14.864 -18.698
C 4.383 6.970 -21.267
H 9.206 6.316 -15.457
H 3.492 7.078 -20.641
H 3.897 7.967 -10.874
O 7.528 14.981 -17.208
H 1.742 17.508 -19.287
H 3.382 16.769 -13.734
H 11.367 7.421 -16.668
C 11.193 14.431 -16.164
H 7.983 14.966 -16.327
C 4.058 10.376 -16.728
H 11.092 13.245 -8.217
H 4.382 7.806 -21.977
H 6.950 6.321 -17.887
C 4.244 11.329 -17.923
H 7.063 3.181 -12.097
H 3.275 14.636 -14.840
H 3.668 8.886 -9.397
H 4.171 18.042 -14.274
H 14.327 14.284 -17.632
H 6.414 14.022 -20.261
H 1.956 16.536 -15.897
H 8.410 9.015 -17.895
H 10.648 10.263 -21.785
H 11.499 14.427 -15.118
H 7.199 8.331 -13.110
H 2.403 8.668 -12.949
C 4.075 16.522 -15.624
C 7.082 12.159 -14.355
H 6.057 10.527 -16.098
C 4.007 15.001 -15.561
H 3.374 12.486 -20.282
H 13.561 13.039 -16.596
H 5.837 12.662 -10.195
C 7.307 8.011 -19.324
H 12.254 11.890 -11.428
C 7.798 12.401 -20.053
H 8.465 2.569 -12.842
C 10.230 12.898 -8.786
H 10.379 15.142 -16.305
N 11.529 10.915 -9.090
N 8.704 13.267 -19.310
C 15.457 14.343 -15.274
H 6.065 11.823 -14.547
H 2.399 7.839 -10.062
C 5.869 8.090 -19.841
H 2.295 11.411 -16.044
O 6.324 15.470 -12.775
H 4.327 10.151 -12.280
O 5.596 6.891 -20.554
N 5.302 9.839 -16.193
H 7.537 9.998 -18.711
H 14.279 11.744 -15.044
H 6.532 5.615 -12.597
H 6.701 6.199 -15.016
O 14.178 14.793 -15.640
H 6.061 11.603 -11.606
H 8.125 13.751 -18.612
C 13.668 14.113 -16.774
H 3.474 9.533 -17.103
H 3.074 10.477 -14.786
O 10.970 13.532 -11.692
C 12.324 14.774 -17.110
C 12.066 10.747 -15.870
H 9.342 12.778 -18.688
C 10.189 12.919 -12.687
H 12.217 11.313 -8.461
C 3.614 10.701 -11.647
H 10.644 9.287 -15.268
H 5.801 8.937 -20.533
H 7.706 15.398 -13.950
H 7.092 13.250 -14.341
C 10.750 11.906 -9.847
C 7.511 5.681 -13.081
H 6.761 8.541 -14.574
H 7.267 12.684 -16.642
H 12.065 10.365 -9.760
H 8.214 6.168 -12.393
O 9.486 10.710 -20.118
H 7.297 11.900 -13.315
H 8.665 6.578 -18.317
O 7.921 4.416 -13.527
H 9.135 11.900 -15.095
H 10.787 12.385 -13.435
H 10.844 9.816 -18.161
H 0.938 17.652 -17.767
C 5.324 12.131 -10.996
N 7.486 9.060 -18.330
H 15.872 14.964 -14.480
N 4.233 17.024 -14.238
H 1.144 16.082 -18.392
H 4.980 14.614 -15.248
C 7.370 6.633 -14.272
H 9.423 12.281 -12.234
*
```